# C10H24N2Si

An isolated molecule of C10H24N2Si at a distorted geometry (ωB97M-V/def2-TZVPD, the OMol25 dataset).

The calculation puts the energy at -21615.241 eV. The net charge is 0. The SMILES is C=C[Si@](NCC)([C@@H](C)CC)N(C)C. The calculation puts the orbital gap at 0.3335 hartree. The calculation puts the energy above the lowest of the compared OMol25 structures with the same formula, charge and spin at 177.4 kJ/mol. For the strongest force on any atom, the calculation gives 4.7 eV/Å.

Each line ends with the natural charge from an NBO analysis.
Positions of all 37 atoms, in Å:
C (1.990, -2.502, -0.192)  -0.35
C (1.379, -1.580, -0.931)  -0.68
Si (0.462, 0.015, -0.432)  2.00
N (0.984, 0.082, 1.275)  -1.10
C (0.296, 0.707, 2.410)  -0.22
C (0.730, -0.058, 3.707)  -0.62
C (-1.414, 0.036, -0.438)  -0.70
C (-1.789, 0.054, -1.993)  -0.62
C (-2.053, -1.068, 0.307)  -0.39
C (-3.551, -1.344, 0.312)  -0.59
N (1.217, 1.217, -1.430)  -0.90
C (0.518, 2.345, -2.038)  -0.40
C (2.663, 1.315, -1.553)  -0.40
H (2.520, -3.420, -0.643)  0.20
H (2.093, -2.234, 0.866)  0.18
H (1.654, -1.687, -1.979)  0.21
H (1.877, -0.345, 1.540)  0.39
H (-0.845, 0.841, 2.429)  0.20
H (0.839, 1.585, 2.680)  0.18
H (1.853, 0.057, 3.794)  0.19
H (0.272, 0.347, 4.729)  0.21
H (0.585, -1.211, 3.608)  0.20
H (-1.641, 1.032, 0.007)  0.22
H (-1.129, -0.538, -2.560)  0.21
H (-2.981, -0.060, -2.173)  0.22
H (-1.500, 1.148, -2.335)  0.22
H (-1.704, -1.063, 1.298)  0.21
H (-1.707, -2.058, -0.185)  0.19
H (-3.724, -2.128, 0.978)  0.21
H (-3.972, -1.481, -0.609)  0.20
H (-4.002, -0.460, 0.710)  0.19
H (-0.488, 2.431, -1.428)  0.19
H (1.124, 3.294, -1.900)  0.18
H (0.299, 2.389, -3.090)  0.19
H (3.175, 0.442, -1.157)  0.22
H (2.911, 1.719, -2.631)  0.19
H (3.059, 2.181, -0.953)  0.17